Arrangement i

The following is a DFT calculation (ωB97M-V/def2-TZVPD) of 2 unconnected molecules or ions with the total composition C3H5N2O2.

Spin multiplicity: 1
Gap between HOMO and LUMO (alpha / beta): 0.323 / 0.323 hartree
Net charge: +1

Cartesian coordinates (Å):
1 O -0.37 -2.99 -0.77
2 O -0.57 2.48 1.47
3 N 0.97 -0.56 1.11
4 N 0.12 -1.97 -1.12
5 C -0.71 2.14 0.34
6 C -0.50 0.79 -0.34
7 C 0.18 -0.12 0.24
8 H -1.01 0.71 -1.29
9 H 0.52 -0.91 1.90
10 H -1.02 2.83 -0.45
11 H 1.98 -0.59 1.03
12 H 0.41 -1.80 -2.12

Here are the natural (NBO) charges for atoms 1 to 8, given in e: number 1, O, carries -0.122; number 2, O, carries -0.413; number 3, N, carries -0.685; number 4, N, carries -0.007; number 5, C, carries 0.422; number 6, C, carries -0.365; number 7, C, carries 0.524; number 8, H, carries 0.287


Arrangement ii

The following is a DFT calculation (ωB97M-V/def2-TZVPD) of a gas-phase ion, C3H5N2O2 (charge +1).

SMILES: O=C=CN/C=[NH+]\O
Spin multiplicity: 1
Gap between HOMO and LUMO: 0.353 hartree
Net charge: +1

Cartesian coordinates (Å):
1 O -0.13 -1.78 -0.42
2 O -3.93 -0.16 0.24
3 N -0.69 0.99 0.41
4 N 0.78 -0.87 0.26
5 C 0.42 0.36 0.64
6 C -2.88 0.12 -0.10
7 C -1.68 0.49 -0.51
8 H 1.12 0.80 1.17
9 H 0.24 -2.68 -0.44
10 H -1.16 0.24 -1.34
11 H 1.39 -1.25 0.96
12 H -0.66 1.91 0.87

Here are the natural (NBO) charges for atoms 1 to 8, given in e: number 1, O, carries -0.519; number 2, O, carries -0.327; number 3, N, carries -0.462; number 4, N, carries -0.251; number 5, C, carries 0.366; number 6, C, carries 0.761; number 7, C, carries -0.420; number 8, H, carries 0.218


Arrangement iii

The following is a DFT calculation (ωB97M-V/def2-TZVPD) of a gas-phase ion, C3H5N2O2 (charge +1).

SMILES: [NH2+]1[C@@H]2O[C@@H]2N2O[C@@H]12
Spin multiplicity: 1
Gap between HOMO and LUMO: 0.431 hartree
Net charge: +1

Cartesian coordinates (Å):
1 O 1.15 -1.11 0.91
2 O -1.42 0.96 0.23
3 N 0.48 0.22 -0.95
4 N 0.32 -0.08 1.44
5 C -1.00 -0.19 0.90
6 C 1.21 0.12 0.38
7 C -0.95 -0.05 -0.57
8 H -1.71 -0.77 1.47
9 H 0.58 1.16 -1.36
10 H 0.84 -0.48 -1.61
11 H 2.10 0.73 0.47
12 H -1.58 -0.51 -1.31

Here are the natural (NBO) charges for atoms 1 to 8, given in e: number 1, O, carries -0.295; number 2, O, carries -0.396; number 3, N, carries -0.552; number 4, N, carries -0.103; number 5, C, carries 0.187; number 6, C, carries 0.325; number 7, C, carries 0.167; number 8, H, carries 0.251


Least stable = arrangement i


Arrangement i

The following is a DFT calculation (ωB97M-V/def2-TZVPD) of a molecular structure, C2H3N5O.

Spin multiplicity: 1
Gap between HOMO and LUMO: 0.358 hartree

Cartesian coordinates (Å):
1 O 2.03 -1.14 0.35
2 N 1.88 1.09 -0.16
3 N -0.65 1.03 -0.03
4 N -1.03 -1.13 -0.36
5 N -2.15 -0.59 0.08
6 N -0.09 -0.17 -0.29
7 C -1.81 0.73 0.25
8 C 1.22 -0.17 0.08
9 H 2.98 0.76 -0.03
10 H 1.37 1.94 -0.31
11 H -2.78 1.44 0.91

Here are the natural (NBO) charges for atoms 1 to 8, given in e: number 1, O, carries -0.593; number 2, N, carries -0.861; number 3, N, carries -0.289; number 4, N, carries 0.049; number 5, N, carries -0.232; number 6, N, carries -0.123; number 7, C, carries 0.165; number 8, C, carries 0.762


Arrangement ii

The following is a DFT calculation (ωB97M-V/def2-TZVPD) of a single C2H3N5O molecule.

SMILES: N/N=c1\nncno1
Spin multiplicity: 1
Gap between HOMO and LUMO: 0.263 hartree

Cartesian coordinates (Å):
1 O -0.55 -1.26 0.35
2 N 1.48 -0.81 -0.08
3 N 2.45 0.13 -0.14
4 N -1.85 -1.11 -0.13
5 N -1.39 1.06 0.18
6 N -0.14 0.97 0.11
7 C -2.31 0.03 -0.13
8 C 0.26 -0.34 -0.02
9 H -3.27 0.45 -0.54
10 H 3.28 -0.13 0.28
11 H 2.04 1.00 0.12

Here are the natural (NBO) charges for atoms 1 to 8, given in e: number 1, O, carries -0.313; number 2, N, carries -0.189; number 3, N, carries -0.608; number 4, N, carries -0.074; number 5, N, carries -0.183; number 6, N, carries -0.145; number 7, C, carries 0.123; number 8, C, carries 0.424


Least stable = arrangement ii


Arrangement i

The following is a DFT calculation (ωB97M-V/def2-TZVPD) of 2 unconnected molecules or ions with the total composition C2H10NS2.

Spin multiplicity: 1
Gap between HOMO and LUMO: 0.349 hartree
Net charge: +1

Cartesian coordinates (Å):
1 S 0.80 1.31 -1.25
2 S 1.56 0.86 0.60
3 N -0.35 -1.65 -0.41
4 C 1.11 2.30 1.59
5 C -1.83 -1.74 -0.69
6 H 1.87 2.42 2.36
7 H -0.12 -1.73 0.57
8 H 0.03 -0.77 -0.79
9 H -2.07 -1.17 -1.58
10 H -2.09 -2.79 -0.79
11 H 1.97 1.33 -1.90
12 H 1.19 3.20 0.98
13 H 0.16 -2.37 -0.93
14 H 0.14 2.21 2.05
15 H -2.34 -1.40 0.20

Here are the natural (NBO) charges for atoms 1 to 8, given in e: number 1, S, carries -0.150; number 2, S, carries 0.065; number 3, N, carries -0.698; number 4, C, carries -0.750; number 5, C, carries -0.419; number 6, H, carries 0.253; number 7, H, carries 0.447; number 8, H, carries 0.449


Arrangement ii

The following is a DFT calculation (ωB97M-V/def2-TZVPD) of 2 unconnected molecules or ions with the total composition C2H10NS2.

Spin multiplicity: 1
Gap between HOMO and LUMO: 0.341 hartree
Net charge: +1

Cartesian coordinates (Å):
1 S -0.47 1.32 1.18
2 S -0.90 -0.63 0.65
3 N 0.76 0.72 -1.95
4 C 1.22 -0.53 -2.61
5 C 0.51 -1.63 1.24
6 H 1.31 -1.00 1.62
7 H -0.33 1.24 2.50
8 H 2.17 -0.35 -3.09
9 H 0.50 -0.85 -3.34
10 H 0.10 -2.25 2.03
11 H 0.17 1.30 -2.55
12 H 1.55 1.34 -1.72
13 H 0.89 -2.24 0.44
14 H 0.23 0.56 -1.08
15 H 1.28 -1.30 -1.85

Here are the natural (NBO) charges for atoms 1 to 8, given in e: number 1, S, carries -0.161; number 2, S, carries 0.083; number 3, N, carries -0.693; number 4, C, carries -0.422; number 5, C, carries -0.744; number 6, H, carries 0.242; number 7, H, carries 0.166; number 8, H, carries 0.241


Least stable = arrangement ii